{
  "formula": "C3H3NOS",
  "method": "the ωB97M-V functional and the def2-TZVPD basis",
  "species": ["O", "C", "N", "S", "H", "C", "C", "H", "H"],
  "xyz": [[0.525, 2.946, 0.022], [1.322, 2.021, -0.048], [2.103, 1.113, 0.024], [1.902, -0.402, -0.354], [3.285, -0.689, -0.285], [-1.305, -0.585, -0.230], [-0.685, 0.398, -0.453], [-1.919, -1.339, -0.595], [-0.754, 1.400, -0.157]],
  "smiles": "O=C=NS.C#C",
  "total_charge": 0,
  "gap_ev": 9.37,
  "lumo_ev": 0.52,
  "relative_energy_ev": 4.1424,
  "homo_energy_ev": -8.844,
  "energy_ev": -17527.798
}

***

{
  "formula": "C26H34I2N9OPt",
  "method": "the ωB97M-V functional and the def2-TZVPD basis",
  "species": ["Pt", "I", "C", "C", "C", "I", "C", "C", "C", "C", "N", "C", "C", "O", "H", "H", "H", "H", "C", "N", "C", "C", "N", "C", "C", "N", "C", "C", "N", "C", "N", "C", "C", "C", "N", "C", "H", "H", "H", "H", "H", "H", "H", "H", "H", "H", "H", "H", "H", "H", "H", "H", "H", "H", "H", "H", "H", "H", "H", "H", "N", "C", "C", "C", "N", "C", "C", "H", "H", "H", "H", "H", "H"],
  "xyz": [[-0.617, 0.298, 0.027], [-5.206, 2.966, 0.522], [-3.259, 3.551, 0.986], [-3.002, 4.803, 1.556], [-1.726, 5.169, 1.899], [-1.414, 7.060, 2.752], [-0.650, 4.285, 1.670], [0.700, 4.537, 2.006], [1.668, 3.612, 1.724], [1.306, 2.414, 1.093], [0.061, 2.141, 0.780], [-0.930, 3.035, 1.063], [-2.246, 2.630, 0.725], [-2.451, 1.465, 0.217], [-3.826, 5.483, 1.731], [0.961, 5.469, 2.493], [2.702, 3.790, 1.986], [2.049, 1.668, 0.850], [3.994, 0.719, -2.657], [2.641, 0.704, -3.213], [2.477, 1.458, -4.455], [0.974, 1.522, -4.627], [0.479, 1.230, -3.291], [-0.960, 1.155, -3.162], [1.450, 0.655, -2.507], [1.243, 0.115, -1.338], [2.314, -0.506, -0.573], [1.804, -1.533, 0.435], [0.799, -0.980, 1.327], [0.460, -1.596, 2.426], [-0.440, -1.088, 3.329], [-1.333, 0.031, 3.112], [-0.811, -2.086, 4.319], [0.357, -3.046, 4.249], [0.888, -2.825, 2.904], [2.158, -3.492, 2.657], [4.653, 1.137, -3.414], [4.354, -0.279, -2.431], [4.067, 1.341, -1.764], [2.978, 0.945, -5.273], [2.907, 2.458, -4.348], [0.611, 0.772, -5.338], [0.633, 2.502, -4.957], [-1.392, 2.090, -3.518], [-1.251, 1.022, -2.130], [-1.371, 0.334, -3.760], [2.886, 0.246, -0.021], [3.000, -1.052, -1.219], [2.688, -1.852, 0.983], [1.397, -2.397, -0.107], [-0.770, 0.951, 2.982], [-1.959, 0.138, 3.997], [-1.986, -0.114, 2.250], [-1.756, -2.573, 4.050], [-0.921, -1.631, 5.301], [0.066, -4.087, 4.367], [1.119, -2.803, 4.999], [2.146, -4.422, 3.221], [3.012, -2.902, 3.006], [2.289, -3.745, 1.612], [-3.115, -4.868, -2.453], [-2.591, -3.736, -1.931], [-1.330, -3.258, -2.334], [-0.819, -2.127, -1.753], [-1.466, -1.439, -0.801], [-2.674, -1.875, -0.420], [-3.263, -2.994, -0.947], [-2.657, -5.335, -3.213], [-4.051, -5.151, -2.226], [-0.766, -3.781, -3.096], [0.144, -1.741, -2.053], [-3.185, -1.285, 0.330], [-4.242, -3.302, -0.604]],
  "total_charge": 1,
  "gap_ev": 6.95,
  "lumo_ev": -2.28,
  "relative_energy_ev": 0.2883,
  "homo_energy_ev": -9.227,
  "energy_ev": -62415.845
}

***

{
  "formula": "C2H17N2O4",
  "method": "the ωB97M-V functional and the def2-TZVPD basis",
  "species": ["C", "N", "C", "N", "H", "H", "H", "H", "H", "H", "H", "H", "H", "H", "H", "O", "H", "H", "O", "H", "H", "O", "H", "H", "O"],
  "xyz": [[-1.407, 0.687, 0.423], [-2.302, 1.282, -0.553], [0.015, 0.891, -0.110], [0.910, -0.135, 0.624], [-1.565, -0.402, 0.486], [-1.450, 1.069, 1.450], [-3.299, 1.177, -0.492], [-1.990, 2.204, -0.812], [0.443, 1.878, 0.080], [0.163, 0.670, -1.162], [1.894, 0.136, 0.461], [0.717, -0.230, 1.626], [0.802, -0.995, 0.053], [-0.364, 0.427, 4.187], [0.601, -0.746, 3.998], [0.135, -0.051, 3.511], [-0.333, -1.731, -1.595], [0.075, -3.146, -1.332], [-0.185, -2.351, -0.854], [-1.484, -0.602, -3.782], [-1.690, -0.340, -2.321], [-1.092, -0.802, -2.928], [4.221, 0.380, 0.350], [3.699, 0.117, -1.061], [3.486, 0.612, -0.247]],
  "total_charge": 0,
  "s2": 0.75,
  "spin_multiplicity": 2,
  "gap_ev": [2.80, 10.49],
  "lumo_ev": [0.46, 0.38],
  "relative_energy_ev": 0.0000,
  "homo_energy_ev": [-2.343, -10.114],
  "energy_ev": -13517.136
}

***

{
  "formula": "C4H6O2",
  "method": "the ωB97M-V functional and the def2-TZVPD basis",
  "species": ["C", "O", "C", "C", "C", "O", "H", "H", "H", "H", "H", "H"],
  "xyz": [[-0.885, 0.941, 0.429], [-1.859, -0.090, 0.183], [-0.859, -0.936, -0.409], [0.233, -0.060, 0.182], [1.650, 0.033, -0.115], [1.175, -0.406, 1.162], [-0.950, 1.730, -0.333], [-0.951, 1.371, 1.433], [-0.961, -1.997, -0.169], [-0.851, -0.833, -1.503], [2.111, -0.755, -0.712], [2.148, 1.001, -0.148]],
  "smiles": "C1OCC12CO2",
  "total_charge": 0,
  "gap_ev": 11.00,
  "lumo_ev": 0.95,
  "relative_energy_ev": 2.9553,
  "homo_energy_ev": -10.053,
  "energy_ev": -8337.506
}

***

{
  "formula": "C23H33N3O4",
  "method": "the ωB97M-V functional and the def2-TZVPD basis",
  "species": ["C", "O", "C", "C", "C", "C", "C", "C", "C", "N", "C", "O", "C", "C", "C", "C", "O", "N", "C", "C", "C", "N", "C", "C", "C", "C", "O", "C", "C", "C", "H", "H", "H", "H", "H", "H", "H", "H", "H", "H", "H", "H", "H", "H", "H", "H", "H", "H", "H", "H", "H", "H", "H", "H", "H", "H", "H", "H", "H", "H", "H", "H", "H"],
  "xyz": [[-6.243, -1.029, 0.066], [-5.024, -1.046, 0.767], [-4.115, -0.059, 0.512], [-4.272, 0.955, -0.421], [-3.264, 1.889, -0.612], [-2.084, 1.838, 0.110], [-0.940, 2.818, -0.077], [-0.848, 3.726, 1.157], [-1.067, 3.680, -1.337], [0.269, 2.000, -0.190], [1.537, 2.442, -0.213], [1.892, 3.597, -0.076], [2.533, 1.286, -0.344], [3.768, 1.653, -1.165], [5.008, 0.878, -0.690], [4.695, -0.447, -0.023], [5.278, -1.484, -0.278], [3.748, -0.355, 0.942], [3.382, -1.511, 1.727], [1.995, -2.069, 1.393], [1.911, -2.572, -0.051], [0.552, -2.855, -0.441], [-0.086, -4.123, -0.171], [-1.381, -4.053, -0.989], [-1.651, -2.553, -1.105], [-0.287, -1.919, -0.915], [0.012, -0.759, -1.139], [2.992, 0.870, 1.060], [-1.946, 0.825, 1.058], [-2.937, -0.108, 1.260], [-6.088, -1.139, -1.013], [-6.806, -0.111, 0.261], [-6.808, -1.883, 0.436], [-5.171, 1.033, -1.012], [-3.421, 2.660, -1.349], [-0.725, 3.133, 2.060], [-1.758, 4.314, 1.248], [0.004, 4.391, 1.056], [-0.161, 4.271, -1.439], [-1.913, 4.358, -1.264], [-1.176, 3.052, -2.218], [0.102, 1.045, -0.483], [2.020, 0.435, -0.797], [3.946, 2.726, -1.065], [3.578, 1.442, -2.218], [5.548, 1.471, 0.054], [5.690, 0.687, -1.518], [4.143, -2.269, 1.526], [3.416, -1.242, 2.789], [1.238, -1.294, 1.529], [1.773, -2.883, 2.085], [2.516, -3.472, -0.181], [2.292, -1.802, -0.727], [-0.296, -4.224, 0.902], [0.563, -4.948, -0.475], [-1.217, -4.481, -1.979], [-2.196, -4.592, -0.512], [-2.305, -2.188, -0.310], [-2.087, -2.257, -2.058], [2.138, 0.703, 1.717], [3.605, 1.669, 1.494], [-1.042, 0.767, 1.646], [-2.829, -0.889, 1.998]],
  "smiles": "COc1ccc(C(C)(C)NC(=O)[C@H]2CCC(=O)N(CCCN3CCCC3=O)C2)cc1",
  "total_charge": 0,
  "gap_ev": 9.08,
  "lumo_ev": 0.57,
  "relative_energy_ev": 0.9294,
  "homo_energy_ev": -8.510,
  "energy_ev": -37049.213
}